(1)
{"formula": "CH2CoLiO", "method": "the ωB97M-V functional and the def2-TZVPD basis", "symbols": ["Co", "O", "C", "Li", "H", "H"], "xyz": [[-1.3613, -0.0302, -1.4101], [-0.6840, -0.1285, 0.4461], [0.6210, 0.0176, 0.5181], [-0.2387, 0.5272, 2.0487], [1.1315, -0.7896, -0.0648], [0.5316, 0.4035, -1.5381]], "atomic_forces_ev_per_a": [[1.53, 0.44, -0.86], [4.11, 0.76, 1.58], [-4.54, -2.72, -4.23], [-1.03, 1.22, 3.22], [1.19, 0.49, 0.41], [-1.27, -0.19, -0.12]], "nbo_charge": [1.394, -0.725, 0.305, 0.979, 0.296, -0.250], "charge": 2, "spin_multiplicity": 5}

(2)
{"formula": "C37H28Cl2CoN5O2Te", "method": "the ωB97M-V functional and the def2-TZVPD basis", "symbols": ["Te", "Co", "Cl", "Cl", "O", "O", "N", "N", "N", "N", "N", "C", "C", "C", "C", "C", "C", "C", "C", "C", "C", "C", "C", "C", "C", "C", "C", "C", "C", "C", "C", "C", "C", "C", "C", "C", "C", "C", "C", "C", "C", "C", "C", "C", "C", "C", "C", "C", "H", "H", "H", "H", "H", "H", "H", "H", "H", "H", "H", "H", "H", "H", "H", "H", "H", "H", "H", "H", "H", "H", "H", "H", "H", "H", "H", "H"], "xyz": [[-0.4391, 0.1648, -3.7644], [-0.4108, 0.2924, -0.9561], [0.5990, 2.0076, 6.0758], [2.9354, 2.0403, 1.2045], [-0.0249, 0.5906, 1.3152], [0.6712, -1.1527, 0.1595], [2.4643, 1.0114, 4.0356], [-2.0531, -0.4711, -0.5260], [-1.3087, 1.8598, -0.9800], [-0.6274, 2.9707, -1.2114], [1.0725, 1.4075, -1.3678], [2.5275, -0.9755, 2.5671], [1.7468, 2.6053, 2.3124], [-2.9136, 0.4767, -0.0605], [4.5615, 0.0992, 3.2910], [-2.4893, 1.8190, -0.3225], [-0.3186, -3.8679, -5.5136], [1.6633, 2.0242, 3.5860], [-0.0444, -2.7419, -4.7614], [-2.2463, -4.5154, 0.4874], [5.3177, -0.7986, 2.5629], [-2.4490, -3.5479, 1.4610], [-3.2448, 2.9032, 0.1193], [2.8669, 3.4354, -2.0255], [0.7378, 2.6231, 4.4529], [-1.9943, -4.1244, -0.8200], [0.9353, 3.6543, 1.9248], [3.1717, 0.0494, 3.2672], [-0.0626, 3.6881, 4.0948], [-4.4162, 2.6675, 0.8152], [-1.4836, -3.9416, -6.2587], [-2.3899, -2.8952, -6.2063], [1.0441, -1.1389, 2.5429], [3.3039, -1.8621, 1.8247], [3.2827, 2.0967, -1.9293], [-4.8566, 1.3681, 1.0380], [4.6813, -1.7706, 1.8070], [1.5568, 3.7441, -1.8049], [2.3524, 1.1366, -1.6061], [0.6443, 2.7172, -1.4666], [0.0264, 4.1993, 2.8130], [-4.1338, 0.2753, 0.5885], [0.5130, -0.5230, 1.2324], [-1.9518, -2.7876, -1.1538], [-0.9206, -1.6635, -4.7437], [-2.1070, -1.7719, -5.4567], [-2.1711, -1.8020, -0.1840], [-2.4157, -2.2082, 1.1347], [2.7954, -2.6246, 1.2515], [-2.5214, -1.4508, 1.8982], [-2.8099, -0.9530, -5.4239], [0.7810, -2.1968, 2.5588], [-5.7737, 1.2076, 1.5875], [-3.3198, -2.9507, -6.7560], [5.0411, 0.8712, 3.8746], [-2.6234, -3.8440, 2.4882], [1.1721, 4.7483, -1.8769], [-1.7429, -2.4825, -2.1685], [2.3248, 0.7814, 5.0095], [-1.6878, -4.8084, -6.8724], [2.6341, 0.0947, -1.5216], [-0.7520, 4.1052, 4.8138], [0.8661, -2.6941, -4.1812], [-2.8978, 3.9044, -0.0842], [-4.5081, -0.7270, 0.7551], [4.3141, 1.8210, -2.0818], [-2.2677, -5.5670, 0.7451], [1.0163, 4.0443, 0.9220], [0.5569, -0.6188, 3.3679], [-4.9914, 3.5026, 1.1909], [-1.8284, -4.8709, -1.5854], [-0.6063, 5.0184, 2.5088], [0.3844, -4.6905, -5.5247], [6.3975, -0.7338, 2.5748], [5.2603, -2.4610, 1.2081], [3.5834, 4.2072, -2.2727]], "atomic_forces_ev_per_a": [[0.04, -0.29, -0.11], [0.99, -1.02, -0.47], [-0.02, -0.11, 0.23], [0.18, 0.26, -0.17], [-0.40, 0.34, -0.14], [0.01, -0.09, -0.88], [0.03, -0.19, 0.53], [-1.46, 1.11, 0.68], [1.71, 1.41, 0.46], [-3.18, 0.05, 0.77], [0.19, 1.58, -0.17], [0.24, 0.02, 0.22], [-0.04, 0.14, 0.29], [1.55, -0.87, -1.04], [0.03, -0.08, 0.02], [-0.60, 0.01, -0.34], [0.03, -0.20, -0.09], [-0.26, 0.50, -0.17], [0.19, 0.05, 0.18], [0.01, -0.14, 0.04], [0.08, 0.06, 0.06], [-0.04, -0.27, 0.09], [-0.59, 0.17, 0.25], [0.40, -0.63, -0.04], [-0.02, 0.01, -0.06], [-0.01, -0.17, 0.11], [0.01, -0.10, 0.10], [0.22, -0.54, 0.00], [0.01, 0.00, -0.14], [0.62, 1.04, -0.29], [-0.10, -0.16, -0.08], [-0.07, -0.18, -0.18], [-0.36, 0.20, -0.41], [0.02, 0.01, 0.03], [-0.08, 0.50, -0.14], [0.32, -1.18, -0.20], [0.04, -0.08, -0.11], [-0.72, -0.18, 0.20], [0.05, -0.31, -0.16], [2.25, -1.35, -0.59], [-0.06, 0.02, 0.04], [-1.17, 0.34, 0.65], [0.16, -0.15, 1.04], [-0.06, 0.34, 0.03], [0.06, 0.41, 0.37], [-0.15, 0.22, 0.04], [-0.22, -1.01, 0.26], [0.14, 0.23, -0.25], [-0.02, -0.04, -0.06], [-0.04, 0.05, 0.08], [-0.09, 0.08, -0.02], [0.02, -0.01, 0.01], [-0.11, -0.05, -0.03], [-0.06, -0.02, -0.07], [0.00, 0.13, 0.01], [0.00, -0.01, 0.04], [-0.02, 0.13, -0.02], [0.03, 0.10, -0.10], [0.03, -0.01, -0.17], [-0.03, -0.09, 0.00], [-0.08, -0.04, 0.02], [-0.03, -0.03, 0.05], [0.10, 0.05, 0.02], [0.05, 0.09, 0.01], [0.08, 0.07, -0.02], [0.05, -0.06, -0.04], [-0.02, 0.00, 0.03], [0.08, -0.03, -0.07], [0.07, -0.07, -0.01], [-0.02, 0.04, 0.00], [0.02, -0.02, -0.05], [-0.06, 0.06, -0.04], [0.05, -0.05, -0.01], [0.03, 0.01, 0.01], [0.02, -0.05, 0.00], [-0.01, 0.05, -0.02]], "lowdin_charge": [0.868, 0.313, 0.684, 0.890, 0.014, -0.026, 0.065, 0.000, -0.045, 0.116, -0.039, -0.171, -0.544, -0.194, -0.059, -0.200, -0.117, -0.301, -0.177, -0.115, -0.099, -0.101, -0.011, -0.088, -0.580, -0.088, -0.100, -0.271, -0.123, -0.114, -0.123, -0.116, -0.032, -0.029, -0.111, -0.089, -0.086, -0.029, -0.210, -0.375, -0.088, -0.020, -0.655, -0.008, -0.688, -0.185, -0.278, -0.048, 0.119, 0.117, 0.076, 0.124, 0.097, 0.092, 0.110, 0.095, 0.108, 0.087, 0.085, 0.088, 0.121, 0.098, 0.084, 0.104, 0.107, 0.098, 0.089, 0.090, 0.119, 0.090, 0.099, 0.100, 0.092, 0.095, 0.098, 0.103], "charge": -1, "spin_multiplicity": 2}

(3)
{"formula": "C4H5NS2", "method": "the ωB97M-V functional and the def2-TZVPD basis", "symbols": ["S", "S", "N", "C", "C", "C", "C", "H", "H", "H", "H", "H"], "xyz": [[3.0564, -0.7862, -0.3254], [-3.4230, -0.6762, -0.2096], [-0.8281, -0.4638, 0.3900], [-1.8594, -0.1731, -0.4226], [0.7445, 1.3909, 0.0182], [0.4952, 0.0768, 0.1608], [1.5048, -0.9393, 0.1339], [1.1929, -1.8920, 0.4307], [-1.0596, -0.8426, 1.3163], [1.7571, 1.6963, -0.1859], [-0.0189, 2.1584, -0.0433], [-1.5619, 0.4509, -1.2632]], "atomic_forces_ev_per_a": [[-0.44, 0.06, 0.13], [0.94, 0.37, -0.09], [0.11, 0.66, 0.21], [-0.97, -0.30, 0.33], [-0.31, -0.67, -0.50], [-1.08, 1.14, 0.51], [2.11, 0.61, -0.55], [-0.65, -1.45, 0.47], [0.22, -0.04, -0.72], [0.19, 0.00, 0.01], [-0.09, -0.23, 0.33], [-0.02, -0.16, -0.14]], "nbo_charge": [0.079, -0.141, -0.599, -0.053, -0.285, 0.030, -0.291, 0.204, 0.420, 0.226, 0.216, 0.193], "smiles": "C=C(C=S)NC=S"}

(4)
{"formula": "C4H6N2", "method": "the ωB97M-V functional and the def2-TZVPD basis", "symbols": ["N", "N", "C", "C", "C", "C", "H", "H", "H", "H", "H", "H"], "xyz": [[1.6834, 0.8184, 0.2201], [0.4810, -1.1422, -0.0512], [1.7034, -0.5952, 0.0267], [-1.8438, -0.2780, 0.0095], [-0.3598, -0.1016, 0.0602], [0.3626, 1.0880, 0.1846], [2.6128, -1.1529, 0.2197], [-2.1289, -1.1877, 0.5438], [2.0282, 0.2463, -0.8781], [-2.3590, 0.5754, 0.4593], [0.0051, 2.1078, 0.2316], [-2.1849, -0.3783, -1.0262]], "atomic_forces_ev_per_a": [[-0.12, -0.08, 0.04], [0.07, 0.25, 0.05], [0.10, -0.32, 0.16], [-0.04, 0.00, 0.01], [-0.05, 0.02, 0.00], [-0.06, 0.05, 0.02], [-0.12, 0.07, -0.06], [0.04, 0.12, -0.08], [0.05, 0.11, -0.17], [0.08, -0.11, -0.08], [0.00, -0.13, -0.03], [0.04, 0.01, 0.13]], "nbo_charge": [-0.435, -0.433, -0.030, -0.645, 0.157, -0.121, 0.229, 0.235, 0.381, 0.219, 0.213, 0.229]}

Results for DFT total energy: -1503.904250; -4422.301913; -1006.488595; -265.457826 (in a.u., following the order of the records).